Entry from OMol25: a structure of composition C15H12N6S (ωB97M-V/def2-TZVPD).

The value obtained for the relative energy (zero: lowest compared OMol25 entry of this formula, charge and spin) is 10.005 eV. The calculation puts the HOMO-LUMO gap at 8.29 eV. As for the LUMO energy: 0.39 eV.

Each line ends with the Löwdin charge.
Geometry (Å):
C1 -4.682 -1.869 -0.320  -0.10
C2 -3.306 -2.037 -0.930  0.03
C3 -2.293 -1.049 -0.623  -0.02
C4 -2.676 -0.113 0.232  -0.31
C5 -3.980 -0.097 0.637  -0.06
C6 -5.058 -0.904 0.506  -0.14
H1 -6.083 -0.818 1.031  0.15
H2 -4.232 0.930 1.328  0.18
N1 -1.771 0.850 0.525  -0.01
C7 -1.371 1.228 1.865  -0.07
N2 -0.452 2.276 1.857  0.04
N3 -0.112 2.303 0.456  -0.02
C8 -0.768 1.274 -0.283  -0.69
S1 -0.708 1.374 -1.858  1.03
C9 0.980 1.848 -2.299  -0.25
C10 1.862 1.012 -1.254  -0.35
C11 2.670 1.278 -0.206  -0.12
N4 3.275 0.296 0.243  0.01
C12 4.248 0.222 1.130  0.00
C13 4.631 -1.095 1.452  0.09
C14 4.249 -2.135 0.305  -0.09
N5 3.367 -1.818 -0.450  0.15
C15 2.978 -0.585 -0.691  -0.42
N6 2.092 -0.209 -1.489  0.20
H3 4.682 -2.965 0.235  0.03
H4 5.413 -1.352 2.135  0.08
H5 4.369 0.750 1.863  0.04
H6 2.697 2.545 0.214  0.22
H7 0.960 2.876 -1.771  0.10
H8 1.178 1.695 -3.169  -0.03
H9 -1.921 1.083 2.708  0.07
H10 -1.489 -1.293 -1.119  0.06
H11 -3.214 -2.809 -1.572  0.05
H12 -5.537 -2.693 -0.689  0.15

---

Entry from OMol25: a structure of composition C63H80AsF15N4O6 (ωB97M-V/def2-TZVPD).

The calculation puts the HOMO-LUMO gap at 8.34 eV. As for the LUMO energy: 0.16 eV.

Each line ends with the Löwdin charge.
Geometry (Å):
C1 -1.553 -2.208 1.896  -0.10
C2 -0.575 -1.115 2.084  -0.22
C3 -0.421 -0.246 0.779  -0.08
N1 0.541 0.939 0.879  -0.20
C4 0.956 1.275 -0.546  -0.10
C5 1.741 2.543 -0.663  -0.16
C6 1.126 3.737 0.055  -0.20
C7 0.805 3.467 1.489  -0.15
C8 -0.107 2.174 1.539  -0.04
C9 1.762 0.571 1.733  0.04
H1 -2.576 -1.888 1.697  0.06
H2 -1.650 -2.874 2.754  0.07
H3 -1.261 -2.767 1.001  0.06
H4 0.377 -1.573 2.358  0.10
H5 -0.920 -0.450 2.880  0.11
H6 -1.420 0.076 0.488  0.12
H7 0.075 -0.890 0.052  0.12
H8 -0.011 1.342 -1.051  0.14
H9 1.489 0.455 -1.027  0.12
H10 1.863 2.773 -1.722  0.11
H11 2.716 2.330 -0.217  0.09
H12 0.188 3.938 -0.469  0.08
H13 1.713 4.647 -0.071  0.12
H14 0.494 4.387 1.983  0.10
H15 1.756 3.296 2.006  0.08
H16 -0.964 2.510 0.953  0.12
H17 -0.441 1.775 2.493  0.10
H18 2.503 1.361 1.625  0.09
H19 2.087 -0.436 1.490  0.10
H20 1.489 0.709 2.778  0.07
As1 -4.515 1.163 -1.952  0.80
F1 -5.914 1.896 -2.680  -0.25
F2 -5.538 -0.012 -1.108  -0.28
F3 -3.140 0.331 -1.275  -0.27
F4 -3.375 2.386 -2.536  -0.28
F5 -4.616 2.242 -0.517  -0.30
F6 -4.448 0.173 -3.411  -0.27
N2 0.225 -5.430 3.930  0.01
C10 1.108 -6.455 4.096  -0.12
C11 1.796 -6.137 5.248  -0.15
C12 1.339 -4.961 5.810  -0.11
C13 0.284 -4.532 4.980  -0.11
H21 -0.340 -5.372 3.095  0.08
H22 1.229 -7.277 3.411  0.11
H23 2.687 -6.645 5.591  0.09
H24 1.707 -4.460 6.690  0.09
H25 -0.405 -3.703 4.990  0.09
N3 1.413 3.886 4.714  0.03
C14 2.738 3.534 4.520  -0.14
C15 2.862 2.175 4.722  -0.13
C16 1.633 1.654 5.099  -0.12
C17 0.760 2.735 5.112  -0.13
H26 1.033 4.816 4.738  0.15
H27 3.489 4.281 4.324  0.10
H28 3.812 1.661 4.732  0.10
H29 1.336 0.689 5.478  0.10
H30 -0.292 2.793 5.345  0.10
N4 -2.740 4.799 0.601  0.04
C18 -1.639 5.582 0.385  -0.14
C19 -1.512 6.430 1.499  -0.11
C20 -2.682 6.251 2.249  -0.13
C21 -3.325 5.147 1.810  -0.14
H31 -3.132 4.175 -0.091  0.13
H32 -1.125 5.485 -0.557  0.10
H33 -0.617 7.001 1.687  0.09
H34 -2.830 6.771 3.185  0.09
H35 -4.232 4.685 2.161  0.11
C22 -1.296 6.726 -5.331  -0.10
C23 -0.012 6.209 -5.306  -0.09
C24 0.257 5.159 -4.457  -0.11
C25 -0.722 4.484 -3.752  -0.09
C26 -2.010 4.956 -3.844  -0.09
C27 -2.286 6.096 -4.599  -0.08
H36 -1.557 7.674 -5.784  0.10
H37 0.748 6.716 -5.886  0.10
H38 1.191 4.609 -4.503  0.07
H39 -0.498 3.628 -3.129  0.10
H40 -2.823 4.513 -3.286  0.08
H41 -3.302 6.462 -4.542  0.10
C28 0.545 -3.495 -2.355  -0.10
C29 0.994 -2.507 -3.205  -0.12
C30 0.233 -1.391 -3.483  -0.08
C31 -1.059 -1.307 -2.964  -0.07
C32 -1.492 -2.267 -2.067  -0.09
C33 -0.715 -3.379 -1.791  -0.09
H42 1.068 -4.434 -2.230  0.10
H43 2.024 -2.535 -3.538  0.09
H44 0.593 -0.672 -4.207  0.09
H45 -1.641 -0.432 -3.219  0.10
H46 -2.537 -2.211 -1.790  0.10
H47 -1.044 -4.112 -1.067  0.08
C34 -0.511 -6.176 0.788  -0.11
C35 0.140 -7.309 0.288  -0.07
C36 -0.517 -8.567 0.353  -0.08
C37 -1.671 -8.649 1.101  -0.09
C38 -2.224 -7.521 1.699  -0.08
C39 -1.665 -6.263 1.592  -0.11
H48 -0.098 -5.175 0.740  0.09
H49 1.039 -7.167 -0.295  0.09
H50 -0.196 -9.472 -0.143  0.10
H51 -2.148 -9.616 1.189  0.10
H52 -3.128 -7.600 2.292  0.10
H53 -2.111 -5.417 2.095  0.10
C40 -3.312 1.469 4.660  -0.12
C41 -3.160 1.957 3.373  -0.10
C42 -3.590 1.136 2.341  -0.09
C43 -4.277 -0.035 2.581  -0.09
C44 -4.457 -0.477 3.875  -0.08
C45 -3.941 0.270 4.921  -0.09
H54 -3.203 2.197 5.457  0.10
H55 -2.725 2.947 3.367  0.09
H56 -3.689 1.555 1.349  0.08
H57 -4.742 -0.558 1.756  0.11
H58 -5.079 -1.349 4.027  0.09
H59 -4.109 -0.032 5.947  0.10
C46 5.780 3.870 2.235  -0.09
C47 6.829 2.958 2.307  -0.10
C48 7.112 2.122 1.254  -0.08
C49 6.339 2.177 0.084  -0.09
C50 5.330 3.104 -0.002  -0.12
C51 5.042 3.950 1.059  -0.09
H60 5.590 4.534 3.067  0.09
H61 7.358 2.893 3.249  0.10
H62 7.980 1.482 1.157  0.10
H63 6.562 1.628 -0.819  0.10
H64 4.822 3.246 -0.947  0.09
H65 4.295 4.722 0.926  0.10
C52 1.177 2.473 -7.367  -0.05
C53 2.235 1.529 -6.824  -0.20
O1 3.310 2.228 -6.224  0.05
C54 3.270 2.624 -4.973  -0.35
O2 2.405 2.234 -4.201  0.11
C55 4.303 3.705 -4.487  -0.55
F7 3.619 4.751 -4.090  0.19
F8 5.055 3.307 -3.429  0.15
F9 5.078 4.023 -5.509  0.18
H66 0.479 2.776 -6.587  0.07
H67 0.649 1.874 -8.111  0.08
H68 1.596 3.350 -7.858  0.09
H69 2.514 0.856 -7.634  0.13
H70 1.745 0.865 -6.108  0.11
C56 -6.314 -4.723 -3.037  -0.05
C57 -5.277 -4.483 -1.913  -0.20
O3 -5.896 -4.447 -0.651  0.05
C58 -5.255 -4.053 0.432  -0.37
O4 -4.106 -3.659 0.427  0.14
C59 -6.023 -4.308 1.706  -0.54
F10 -5.944 -3.320 2.605  0.16
F11 -7.337 -4.495 1.533  0.17
F12 -5.521 -5.441 2.223  0.16
H71 -7.018 -3.894 -2.993  0.08
H72 -6.784 -5.698 -3.158  0.07
H73 -5.763 -4.647 -3.977  0.08
H74 -4.715 -3.581 -2.157  0.12
H75 -4.500 -5.253 -1.893  0.13
C60 4.124 -4.713 -0.346  -0.05
C61 4.763 -3.402 0.172  -0.18
O5 5.001 -2.531 -0.941  0.02
C62 3.981 -1.666 -1.233  -0.35
O6 2.850 -1.735 -0.875  0.16
C63 4.355 -0.688 -2.373  -0.55
F13 4.654 0.491 -1.806  0.15
F14 5.385 -1.143 -3.120  0.17
F15 3.321 -0.485 -3.137  0.19
H76 3.034 -4.634 -0.349  0.06
H77 4.327 -5.627 0.209  0.08
H78 4.376 -4.855 -1.398  0.08
H79 5.687 -3.598 0.709  0.12
H80 4.019 -2.950 0.827  0.11

---

Entry from OMol25: a structure of composition C11H18F6N5O3W (ωB97M-V/def2-TZVPD).

Its net charge is +3. The value obtained for the relative energy (zero: lowest compared OMol25 entry of this formula, charge and spin) is 1.211 eV. The calculation puts the HOMO-LUMO gap (spin up / spin down) at 7.97 / 7.98 eV. As for the LUMO energy (spin up / spin down): -11.55 / -11.55 eV.

Each line ends with the Löwdin charge.
Geometry (Å):
W1 -1.132 -0.003 1.091  1.70
N1 -0.706 -0.808 -0.908  0.01
C1 -1.459 -0.071 -1.983  -0.22
C2 -1.805 -0.899 -3.225  -0.10
C3 -2.482 -2.264 -3.044  -0.15
C4 -3.944 -2.290 -2.601  -0.10
N2 -4.156 -1.835 -1.209  0.11
C5 -3.758 -2.475 -0.125  -0.42
N3 -3.218 -3.686 -0.194  0.25
N4 -3.770 -1.818 1.077  0.18
C6 -2.661 0.602 -1.347  -0.43
O1 -3.628 1.022 -1.850  0.25
O2 -2.467 0.714 0.074  -0.22
H1 0.287 -0.791 -1.143  0.14
H2 -0.968 -1.795 -0.946  0.10
H3 -0.821 0.762 -2.300  0.18
H4 -0.876 -1.059 -3.774  0.14
H5 -2.418 -0.255 -3.861  0.15
H6 -1.875 -2.928 -2.418  0.10
H7 -2.461 -2.741 -4.026  0.14
H8 -4.365 -3.290 -2.721  0.14
H9 -4.547 -1.630 -3.223  0.15
H10 -4.718 -1.004 -1.083  0.16
H11 -3.335 -4.246 -1.028  0.14
H12 -2.990 -4.197 0.645  0.15
H13 -4.450 -1.068 1.149  0.14
H14 -3.791 -2.410 1.900  0.13
N5 0.663 2.706 0.761  0.29
C7 0.045 1.747 0.856  -0.10
H15 1.191 3.569 0.705  0.17
C8 -0.035 -3.315 3.502  0.07
C9 -0.082 -1.874 3.040  -0.35
O3 -0.692 -1.712 1.745  -0.26
C10 1.332 -1.295 2.871  -0.55
F1 2.001 -1.151 3.980  0.26
F2 2.010 -1.995 1.986  0.23
F3 1.160 -0.026 2.309  0.04
C11 -0.956 -1.023 3.989  -0.48
F4 -2.153 -1.529 4.143  0.23
F5 -1.221 0.253 3.261  -0.05
F6 -0.427 -0.676 5.107  0.30
H16 0.508 -3.912 2.772  0.12
H17 -1.037 -3.717 3.634  0.11
H18 0.491 -3.373 4.458  0.14

---

no.,E_tot (eV)
1,-35513.095
2,-186476.877
3,-43396.267